(1)
C5H6BrIN4 | wB97M-V/def2-TZVPD

Element x y z (Å)
C (-1.2665, 0.8326, -1.4970)
C (0.2329, 1.0999, -1.4357)
C (0.8029, 1.1465, -0.0148)
Br (0.1702, 2.7033, 0.9467)
C (0.5197, -0.1325, 0.7211)
N (1.2756, -1.1626, 0.3282)
N (1.0937, -2.3172, 0.9106)
C (0.1570, -2.3680, 1.8548)
I (-0.1640, -4.2026, 2.7648)
N (-0.5954, -1.3520, 2.2607)
N (-0.4045, -0.1962, 1.6742)
H (-1.6091, 0.8744, -2.5324)
H (-1.8152, 1.5902, -0.9338)
H (-1.5284, -0.1519, -1.1017)
H (0.7883, 0.3228, -1.9703)
H (0.4575, 2.0564, -1.9122)
H (1.8851, 1.2568, -0.0633)

Cartesian forces (eV/Å) of the 6 atoms listed first:
C 0.009 0.087 -0.071
C -0.049 0.054 0.019
C 0.007 -0.025 -0.167
Br -0.017 0.067 0.056
C 0.159 -0.073 0.193
N -0.003 0.029 -0.006

Properties
Charge: 0
Frontier orbital gap, Ha: 0.3176
SMILES: CC[C@@H](Br)c1nnc(I)nn1
Energy, hartree: -3284.78320
E_HOMO, eV: -9.789

(2)
C5H6BrNO2S | wB97M-V/def2-TZVPD

Element x y z (Å)
C (-0.1786, 0.0667, -0.0066)
C (-0.6959, -1.1159, -0.2392)
C (0.0539, -2.3561, 0.0621)
C (1.6909, -0.0911, 0.6529)
C (-0.6454, 1.4056, -0.2359)
N (-1.9941, -1.3652, -0.8471)
O (-2.7487, -0.3957, -1.0696)
O (-2.2889, -2.5178, -1.2070)
S (1.5383, -1.8507, 1.1289)
Br (2.9157, 0.1150, -0.7542)
H (-0.5902, -3.1599, 0.6685)
H (0.3972, -2.9111, -0.7961)
H (1.7921, 0.6213, 1.4879)
H (-1.7629, 1.3711, -0.3636)
H (-0.3882, 1.7037, -1.1846)
H (-0.2808, 2.1249, 0.4762)

Cartesian forces (eV/Å) of the 6 atoms listed first:
C 3.793 0.140 1.259
C 0.217 -1.350 0.123
C 0.015 -1.648 2.379
C -4.825 -1.461 -0.674
C -2.526 -0.107 0.974
N -2.112 0.430 -1.643

Properties
Relative energy (zero: lowest compared OMol25 entry of this formula, charge and spin), kJ/mol: 380.3
Charge: 0
Frontier orbital gap, Ha: 0.3132
Energy, hartree: -3371.37600
E_HOMO, eV: -9.306

(3)
C5H6Cl2DyLaO4S | wB97M-V/def2-TZVPD

Element x y z (Å)
Dy (-0.0667, -0.6885, -4.1677)
La (-0.1277, 0.1208, -0.4617)
Cl (-1.5429, 0.8716, -2.7540)
Cl (1.2366, -1.6663, -2.2243)
C (-1.3388, -1.3970, 0.8043)
C (-0.2731, 0.0669, -6.5832)
C (-0.0685, -1.8346, -6.4174)
O (-1.7090, -2.0368, 1.7122)
O (-0.4694, 0.4687, -7.6709)
O (-0.0766, -2.4491, -7.4189)
C (-0.0301, 2.1066, 3.6802)
S (1.2100, 1.1187, 2.8667)
C (0.8868, -0.4050, 3.7633)
O (0.5427, 0.8472, 1.4769)
H (0.4064, 2.3674, 4.6439)
H (-0.9457, 1.5245, 3.7968)
H (-0.1990, 3.0053, 3.0967)
H (-0.1318, -0.4103, 4.1555)
H (1.0753, -1.2764, 3.1353)
H (1.6215, -0.3339, 4.5665)

Cartesian forces (eV/Å) of the 6 atoms listed first:
Dy -0.327 0.087 -0.997
La 2.678 3.407 -1.015
Cl 0.317 -0.311 -0.622
Cl -0.185 0.226 -0.129
C -4.581 -6.830 8.154
C -1.387 5.738 -6.440

Properties
2S+1: 6
Charge: +4
Frontier orbital gap (spin up / spin down), Ha: 0.1759 / 0.2800
Energy, hartree: -2728.60712
E_HOMO (spin up / spin down), eV: -23.335 / -23.335

(4)
C5H6Cl2GdO4STi | wB97M-V/def2-TZVPD

Element x y z (Å)
Gd (-0.0210, 1.0317, -3.7617)
Ti (-0.2646, -0.4464, -0.6415)
Cl (-1.9119, 0.8439, -1.8944)
Cl (1.5254, -0.4778, -2.1708)
C (0.0168, -2.2895, -0.0498)
C (-2.1428, 0.6296, -4.7956)
C (-0.1720, -0.8237, -5.1215)
O (0.3433, -3.3273, 0.3857)
O (-3.2229, 0.2555, -4.9344)
O (-0.4429, -1.8115, -5.6835)
C (-0.2472, 1.6153, 3.2356)
S (0.9148, 1.0918, 1.9726)
C (1.6797, -0.2764, 2.8824)
O (-0.2002, 0.3299, 1.0294)
H (0.3731, 2.0651, 4.0417)
H (-0.8539, 0.7667, 3.5713)
H (-0.8925, 2.3806, 2.7792)
H (0.8932, -0.9400, 3.2508)
H (2.3689, -0.7986, 2.2060)
H (2.2569, 0.1814, 3.6986)

Cartesian forces (eV/Å) of the 6 atoms listed first:
Gd 1.479 2.951 1.284
Ti -1.379 4.073 1.813
Cl 0.830 -0.242 -0.288
Cl -0.361 0.163 -0.306
C 2.738 -9.793 3.704
C -6.730 -1.606 -1.264

Properties
2S+1: 9
Relative energy (zero: lowest compared OMol25 entry of this formula, charge and spin), kJ/mol: 0.0
Charge: +4
Frontier orbital gap (spin up / spin down), Ha: 0.2984 / 0.1477
Energy, hartree: -3427.04829
E_HOMO (spin up / spin down), eV: -25.019 / -25.032